Entry from the Open Molecules 2025 dataset: a structure of composition C34H46BF9N6O4PSeSiTl (ωB97M-V/def2-TZVPD).

The geometry in XYZ format:
```
104
Properties=species:S:1:pos:R:3:forces:R:3:lowdin_charge:R:1
Tl -0.4555 0.7412 -1.1303 0.363 0.204 -0.377 0.811
C -2.6737 5.1251 1.2363 0.095 -0.079 -0.021 -0.033
N -1.2933 4.6686 1.2637 -0.058 0.032 -0.097 -0.129
C -0.2458 5.6417 0.9664 0.040 -0.069 -0.066 -0.022
C -1.0373 3.3463 1.2619 0.180 -0.076 0.115 -0.487
O -1.9060 2.4817 1.3313 -0.036 -0.173 0.179 0.011
C 0.4393 2.9581 1.1983 -0.279 0.210 0.466 -0.120
O 0.6060 1.5499 1.1753 -0.207 -0.308 -0.068 -0.169
C 0.1713 0.8463 2.3205 0.025 0.289 -0.132 -0.127
C -0.8196 -0.2323 1.9266 0.285 0.067 0.299 -0.418
O -0.9200 -0.6088 0.7512 -0.125 0.295 -0.214 -0.067
N -1.5048 -0.8164 2.9082 0.005 -0.082 -0.044 -0.102
C -1.3334 -0.4401 4.3036 -0.007 0.046 0.033 -0.021
C -2.4934 -1.8431 2.6071 0.014 0.031 0.018 -0.004
H -2.7795 6.0041 1.8712 -0.002 0.016 0.006 0.088
H -2.9763 5.3780 0.2166 -0.004 0.008 -0.003 0.091
H -3.3152 4.3297 1.6020 -0.008 -0.010 0.004 0.083
H -0.7142 6.6069 0.7943 -0.028 0.033 0.040 0.095
H 0.4566 5.7462 1.7954 -0.020 0.021 0.063 0.097
H 0.3080 5.3708 0.0660 -0.436 0.188 0.647 0.068
H 0.8949 3.2998 0.2685 -0.086 -0.019 0.117 0.086
H 0.9869 3.3990 2.0373 -0.010 -0.041 0.102 0.148
H 1.0362 0.3460 2.7683 0.001 -0.044 0.001 0.110
H -0.2662 1.5126 3.0602 -0.077 0.086 -0.019 0.131
H -1.8522 0.4936 4.5350 -0.003 -0.020 -0.016 0.102
H -1.7500 -1.2300 4.9224 0.002 -0.037 0.010 0.094
H -0.2797 -0.3441 4.5625 0.016 -0.029 -0.007 0.089
H -2.2088 -2.7862 3.0758 0.021 -0.013 0.009 0.092
H -3.4682 -1.5349 2.9903 0.016 -0.006 -0.001 0.100
H -2.5555 -1.9781 1.5317 0.016 -0.011 0.015 0.073
B -0.2963 -1.8371 -3.5105 -0.044 0.104 -0.003 -0.406
N -1.5564 -1.9818 -2.6068 -0.049 -0.079 -0.151 -0.069
C -2.4648 -2.9643 -2.5905 -0.034 0.046 0.055 -0.088
C -3.4766 -2.6173 -1.7068 0.004 -0.008 0.026 -0.046
C -3.0889 -1.3702 -1.2170 0.036 -0.072 -0.042 -0.172
N -1.9427 -0.9971 -1.7829 -0.045 -0.143 0.076 -0.045
N 0.9753 -1.6923 -2.6140 -0.008 -0.009 -0.052 -0.049
C 2.1173 -2.3669 -2.7561 -0.009 -0.025 0.082 -0.066
C 3.0778 -1.8122 -1.9283 0.093 -0.038 0.114 -0.050
C 2.4268 -0.7684 -1.2841 -0.074 0.091 -0.175 -0.165
N 1.1660 -0.6966 -1.7195 -0.123 -0.070 0.108 -0.013
H -0.1809 -2.8522 -4.1496 0.020 0.054 0.000 0.078
H -0.4139 -0.8381 -4.1837 0.000 -0.021 0.066 0.076
H -2.3401 -3.8341 -3.2144 0.026 0.026 0.011 0.123
H -4.3612 -3.1806 -1.4639 0.015 0.010 -0.006 0.093
H -3.5654 -0.7305 -0.4904 0.026 -0.042 -0.006 0.108
H 2.1749 -3.1959 -3.4416 -0.032 0.026 0.005 0.128
H 4.1057 -2.1144 -1.8230 -0.026 0.004 0.006 0.103
H 2.8045 -0.0372 -0.5904 -0.090 -0.002 0.047 0.102
C -3.2417 0.8810 -4.3236 -0.010 -0.055 -0.064 -0.201
Si -3.5212 2.2034 -3.0452 0.148 0.113 0.117 0.193
C -4.8550 1.7513 -1.8161 -0.024 -0.028 0.067 -0.198
C -3.9671 3.8347 -3.8455 0.064 0.067 -0.035 -0.237
Se -1.5291 2.8223 -2.0457 -0.241 -0.105 -0.047 0.560
H -4.0500 0.8726 -5.0613 0.009 0.015 0.043 0.038
H -3.1831 -0.1085 -3.8703 0.004 -0.012 -0.015 0.012
H -2.2998 1.0656 -4.8442 -0.041 -0.015 -0.024 0.035
H -5.8416 1.9315 -2.2536 0.032 -0.019 0.006 0.035
H -4.7624 2.3574 -0.9124 -0.015 0.003 -0.025 0.031
H -4.8028 0.7012 -1.5290 -0.023 0.036 -0.023 0.001
H -4.9812 3.8116 -4.2535 0.031 -0.021 0.005 0.033
H -3.2732 4.0692 -4.6559 -0.033 0.004 0.019 0.034
H -3.9109 4.6449 -3.1143 -0.050 -0.002 -0.033 0.023
C 4.0286 -1.9715 1.7514 -0.084 0.014 -0.062 -0.268
P 2.1839 -2.0739 1.7635 0.119 -0.259 0.258 1.046
C 1.8438 -3.5785 0.7795 -0.058 0.117 -0.065 -0.395
C 2.7730 -4.5892 0.5458 -0.022 -0.052 0.022 -0.087
C 2.4432 -5.6726 -0.2556 0.017 0.006 0.009 -0.080
C 1.1799 -5.7605 -0.8286 0.015 0.027 0.004 -0.082
C 0.2441 -4.7638 -0.5931 -0.004 -0.013 0.007 -0.073
C 0.5776 -3.6745 0.2017 0.026 0.032 -0.033 -0.107
C 1.9310 -2.7226 3.4756 -0.078 0.145 0.015 -0.369
C 2.5976 -2.1171 4.5447 -0.012 0.001 -0.017 -0.116
C 2.3454 -2.4984 5.8562 -0.010 0.019 -0.038 -0.092
C 1.4120 -3.4894 6.1265 -0.010 -0.006 -0.029 -0.098
C 0.7378 -4.0947 5.0746 -0.034 -0.003 0.000 -0.090
C 0.9905 -3.7123 3.7637 0.017 0.018 -0.039 -0.097
H 4.4971 -2.7294 2.3786 0.022 -0.022 -0.032 0.044
H 4.3335 -0.9833 2.0969 0.004 -0.028 0.025 0.036
H 4.3765 -2.0790 0.7238 -0.006 0.013 -0.001 0.027
H 3.7613 -4.5356 0.9865 -0.010 0.005 -0.009 0.100
H 3.1747 -6.4516 -0.4342 -0.013 0.020 -0.007 0.102
H 0.9319 -6.6004 -1.4657 -0.007 0.001 0.028 0.102
H -0.7415 -4.8216 -1.0395 0.026 0.020 0.000 0.096
H -0.1394 -2.8736 0.3571 0.008 -0.018 -0.036 0.087
H 3.3331 -1.3435 4.3526 -0.006 0.004 0.016 0.097
H 2.8813 -2.0216 6.6680 0.000 -0.006 -0.022 0.102
H 1.2176 -3.7932 7.1472 0.002 0.004 -0.013 0.100
H 0.0154 -4.8779 5.2740 0.022 0.023 -0.009 0.102
H 0.4668 -4.2034 2.9517 -0.011 -0.012 0.011 0.096
F 1.0766 4.4485 -3.4571 0.007 -0.017 0.108 0.145
C 1.9095 4.4495 -2.4082 0.143 -0.216 -0.350 -0.529
F 1.2505 5.0248 -1.3889 0.347 -0.030 -0.476 0.104
F 2.9353 5.2601 -2.7146 -0.032 -0.025 0.037 0.162
C 2.3364 2.9805 -2.0108 0.054 0.155 -0.064 -0.334
O 1.3938 2.4186 -1.2618 0.389 -0.367 -0.465 -0.271
C 3.6686 3.0828 -1.1923 0.025 -0.123 -0.112 -0.534
F 4.7353 3.4603 -1.9108 0.003 0.014 -0.023 0.162
F 3.9787 1.9068 -0.6238 -0.037 0.052 0.038 0.144
F 3.5213 3.9640 -0.1890 -0.026 0.113 0.073 0.160
C 2.6327 2.2038 -3.3430 -0.025 0.013 -0.028 -0.533
F 1.5082 1.6780 -3.8346 -0.001 0.040 0.015 0.150
F 3.4914 1.1908 -3.1450 -0.009 -0.017 0.033 0.158
F 3.1723 2.9823 -4.2969 0.017 0.015 0.022 0.160
```
Positions in Å, forces in eV/Å.

Summary:
Orbital gap in Ha: 0.3033
Energy above the lowest of the compared OMol25 structures with the same formula, charge and spin in kcal/mol: 6.7
HOMO energy in Ha: -0.30480
Multiplicity: 1
Calculated total energy in hartree: -6081.24725
LUMO energy in Ha: -0.0015
Strongest force on any atom in eV/A: 0.803